# 1
Formula: C2H4ClOP
Source: the OMol25 dataset
Level of theory: wB97M-V/def2-TZVPD

Each line ends with the Mulliken charge.
Element x y z (Å)
C -2.152 0.572 -0.383  -0.413
C -0.962 0.913 0.080  -0.382
O 2.077 -1.766 0.301  -0.445
P 2.184 -0.319 -0.462  0.311
Cl 3.071 0.688 1.024  -0.172
H -3.163 1.097 -0.119  0.214
H -2.177 -0.173 -1.066  0.229
H -0.724 1.583 0.814  0.316
H 1.847 -2.596 -0.189  0.343

E: -955.26564 hartree
charge: 0
LUMO (alpha / beta): -0.3 / -0.2 eV
relative energy (zero: lowest compared OMol25 entry of this formula, charge and spin): 3.821 eV

# 2
Formula: C2H4ClOP
Source: the OMol25 dataset
Level of theory: wB97M-V/def2-TZVPD

Each line ends with the Mulliken charge.
Element x y z (Å)
O -1.859 -1.348 -0.935  -0.485
P -0.604 -1.608 0.155  0.075
C -0.048 0.037 0.047  -0.394
C 1.169 0.739 0.540  -0.256
Cl 0.847 2.545 0.799  -0.219
H -2.458 -2.133 -0.859  0.315
H -0.641 0.632 -0.566  0.332
H 1.743 0.809 -0.431  0.243
H 1.850 0.328 1.250  0.388

E: -955.35164 hartree
charge: 0
LUMO: 0.1 eV
relative energy (zero: lowest compared OMol25 entry of this formula, charge and spin): 1.481 eV
SMILES string: O/P=C/CCl

# 3
Formula: C2H4ClOP
Source: the OMol25 dataset
Level of theory: wB97M-V/def2-TZVPD

Each line ends with the Mulliken charge.
Element x y z (Å)
C 1.065 0.207 0.358  0.224
C -0.451 0.304 0.436  -1.022
O 4.374 -0.255 -0.605  -0.188
P 2.064 0.584 1.606  -0.116
Cl 3.437 -0.788 -1.770  0.158
H 1.260 -0.055 -0.661  0.094
H -0.940 1.304 0.465  0.292
H -0.827 -0.223 1.461  0.244
H -0.884 -0.082 -0.444  0.315

E: -955.16753 hartree
charge: 0
2S+1: 3
LUMO (alpha / beta): 0.3 / -2.4 eV
relative energy (zero: lowest compared OMol25 entry of this formula, charge and spin): 2.780 eV

# 4
Formula: C2H4EuLiO
Source: the OMol25 dataset
Level of theory: wB97M-V/def2-TZVPD

Each line ends with the Mulliken charge.
Element x y z (Å)
O 0.044 1.046 -0.544  -0.880
Eu 0.657 3.249 -0.214  1.801
C 0.584 -0.134 0.014  0.164
C -0.459 -1.103 0.428  -0.458
H 1.357 -0.565 -0.641  0.411
H -1.408 -0.761 0.857  0.406
H -0.214 -2.166 0.471  0.323
Li -1.437 0.405 -1.509  0.904
H 0.874 0.029 1.138  0.329

E: -870.47920 hartree
charge: +3
2S+1: 8
LUMO (alpha / beta): -15.5 / -15.4 eV

# 5
Formula: C2H4EuO
Source: the OMol25 dataset
Level of theory: wB97M-V/def2-TZVPD

Each line ends with the Mulliken charge.
Element x y z (Å)
H -2.968 1.329 1.020  -0.303
Eu -1.114 1.782 0.526  0.950
C 0.778 0.259 -0.203  -1.408
H 1.068 0.682 -1.176  0.287
H 1.509 0.448 0.597  0.315
C 0.352 -1.110 -0.259  0.345
O -0.801 -1.535 -0.127  -0.503
H 1.176 -1.855 -0.378  0.317

E: -863.99301 hartree
charge: 0
2S+1: 8
LUMO (alpha / beta): -0.9 / -0.8 eV
relative energy (zero: lowest compared OMol25 entry of this formula, charge and spin): 0.517 eV

# 6
Formula: C2H4F2
Source: the OMol25 dataset
Level of theory: wB97M-V/def2-TZVPD

Each line ends with the Mulliken charge.
Element x y z (Å)
C -0.746 0.525 -0.263  -0.209
C 0.797 -0.662 0.313  -0.284
F -0.288 1.774 -0.169  -0.275
F 0.697 -1.717 -0.395  -0.243
H -1.652 0.680 0.301  0.210
H -0.982 0.270 -1.257  0.224
H 1.614 -0.119 0.103  0.323
H 0.561 -0.751 1.367  0.254

E: -278.23050 hartree
charge: 0
LUMO: 1.2 eV
relative energy (zero: lowest compared OMol25 entry of this formula, charge and spin): 2.850 eV

# 7
Formula: C2H4F2NO3P
Source: the OMol25 dataset
Level of theory: wB97M-V/def2-TZVPD

Each line ends with the Mulliken charge.
Element x y z (Å)
C -0.640 0.935 -1.751  -0.207
C -0.535 -0.245 0.591  -0.129
N -0.364 0.524 -2.905  -0.735
O 1.481 -1.684 1.033  -0.585
O 0.226 -0.898 3.138  -0.832
O 1.683 0.818 1.846  -0.814
F -1.455 0.647 1.179  -0.306
F -1.344 -1.469 0.555  -0.373
P 0.778 -0.387 1.827  0.888
H -0.001 1.419 -1.061  0.269
H -1.674 0.931 -1.388  0.292
H 0.630 0.702 -3.170  0.193
H 1.214 -1.293 0.105  0.340

E: -900.14740 hartree
charge: -2
LUMO: 6.9 eV
relative energy (zero: lowest compared OMol25 entry of this formula, charge and spin): 1.850 eV

# 8
Formula: C2H4F2Si
Source: the OMol25 dataset
Level of theory: wB97M-V/def2-TZVPD

Each line ends with the Mulliken charge.
Element x y z (Å)
C 2.374 -0.404 0.508  -0.065
C 1.196 -1.015 0.694  -0.082
F 2.278 0.892 0.088  -0.229
F 0.888 -2.251 1.028  -0.198
Si -0.760 0.255 -0.190  0.507
H 3.309 -0.736 1.033  0.296
H -0.720 0.707 -1.464  -0.103
H -1.827 -0.678 -0.129  -0.090
H -0.250 1.311 0.811  -0.036

E: -567.67368 hartree
charge: 0
LUMO: 0.3 eV
relative energy (zero: lowest compared OMol25 entry of this formula, charge and spin): 6.782 eV

# 9
Formula: C2H4F3N
Source: the OMol25 dataset
Level of theory: wB97M-V/def2-TZVPD

Each line ends with the Mulliken charge.
Element x y z (Å)
C -0.634 0.123 0.419  -0.921
C -0.029 -0.111 -0.877  0.182
N 1.965 -0.258 2.222  0.169
F -0.644 -1.112 -1.571  -0.287
F 1.897 -1.614 2.274  -0.092
F 2.586 -0.017 1.025  -0.092
H -1.409 -0.522 0.783  0.325
H -0.262 0.916 1.044  0.397
H 1.040 -0.387 -0.779  0.119
H -0.053 0.794 -1.512  0.200

E: -432.71442 hartree
charge: 0
LUMO (alpha / beta): -1.2 / 0.1 eV
relative energy (zero: lowest compared OMol25 entry of this formula, charge and spin): 7.109 eV

# 10
Formula: C2H4F4N2
Source: the OMol25 dataset
Level of theory: wB97M-V/def2-TZVPD

Each line ends with the Mulliken charge.
Element x y z (Å)
N -1.513 0.340 0.327  -0.722
N -0.099 0.391 0.406  0.003
C 0.716 -0.465 -0.240  0.899
F 0.251 -0.642 -1.520  -0.281
F 0.659 -1.804 0.306  -0.347
C 2.255 -0.181 -0.102  0.020
F 2.558 0.926 -0.664  -0.251
F 2.641 -0.069 1.129  -0.255
H -1.902 1.221 0.109  0.209
H -1.947 -0.379 -0.202  0.256
H 0.297 0.712 1.211  0.211
H 2.889 -0.940 -0.560  0.260

E: -587.53204 hartree
charge: 0
LUMO: 1.0 eV
relative energy (zero: lowest compared OMol25 entry of this formula, charge and spin): 1.986 eV
SMILES string: NNC(F)(F)C(F)F

# 11
Formula: C2H4FIO
Source: the OMol25 dataset
Level of theory: wB97M-V/def2-TZVPD

Each line ends with the Mulliken charge.
Element x y z (Å)
C 0.247 0.132 1.197  -0.460
C -0.670 -0.175 -0.935  -0.107
O -0.704 -0.504 0.335  -0.288
F -0.647 1.155 -1.122  -0.140
I 1.738 -0.642 -2.166  -0.216
H 0.626 -0.583 1.930  0.216
H -0.268 0.897 1.739  0.252
H 0.911 0.650 0.480  0.301
H -1.234 -0.929 -1.458  0.443

E: -551.34153 hartree
charge: 0
LUMO: -0.8 eV
relative energy (zero: lowest compared OMol25 entry of this formula, charge and spin): 0.998 eV

# 12
Formula: C2H4FNO
Source: the OMol25 dataset
Level of theory: wB97M-V/def2-TZVPD

Each line ends with the Mulliken charge.
Element x y z (Å)
C 0.078 -0.363 1.265  0.068
C -0.304 -0.128 -1.156  -0.705
N 0.249 0.290 0.117  0.208
O -0.412 -1.400 1.556  -0.398
F 0.723 1.553 0.270  -0.175
H 0.908 0.685 2.437  0.164
H -1.346 0.336 -1.268  0.258
H 0.396 0.224 -2.099  0.259
H -0.291 -1.198 -1.120  0.321

E: -308.28692 hartree
charge: 0
LUMO: 0.7 eV
relative energy (zero: lowest compared OMol25 entry of this formula, charge and spin): 5.333 eV

# 13
Formula: C2H4FNO2
Source: the OMol25 dataset
Level of theory: wB97M-V/def2-TZVPD

Each line ends with the Mulliken charge.
Element x y z (Å)
C 1.189 0.242 0.278  -0.662
C 0.471 -0.933 -0.254  -0.063
N -1.845 0.417 -0.118  0.603
O -2.893 -0.055 -0.502  -0.418
O -1.304 1.457 0.248  -0.439
F 0.092 -2.061 0.395  -0.228
H 0.379 0.997 0.400  0.241
H 1.969 0.574 -0.384  0.281
H 1.725 0.132 1.245  0.291
H 0.216 -0.771 -1.307  0.394

E: -383.48718 hartree
charge: 0
LUMO (alpha / beta): 0.2 / -1.1 eV
relative energy (zero: lowest compared OMol25 entry of this formula, charge and spin): 6.321 eV

# 14
Formula: C2H4FNO2S
Source: the OMol25 dataset
Level of theory: wB97M-V/def2-TZVPD

Each line ends with the Mulliken charge.
Element x y z (Å)
C 0.650 2.395 0.544  0.286
C 0.668 1.575 -0.464  -0.636
N -1.253 -1.944 -0.598  -0.407
O 1.183 -2.203 -0.351  -0.490
O 0.005 -1.294 1.677  -0.474
F 0.523 3.706 0.498  -0.204
S 0.170 -1.386 0.239  0.864
H 0.353 2.010 1.496  0.238
H 1.040 1.551 -1.445  0.356
H -2.188 -1.678 -0.416  0.219
H -1.151 -2.731 -1.180  0.246

E: -781.70641 hartree
charge: 0
LUMO (alpha / beta): -2.0 / -1.0 eV
relative energy (zero: lowest compared OMol25 entry of this formula, charge and spin): 4.457 eV

# 15
Formula: C2H4FNO3
Source: the OMol25 dataset
Level of theory: wB97M-V/def2-TZVPD

Each line ends with the Mulliken charge.
Element x y z (Å)
C -0.094 0.181 -0.653  -1.231
C -1.156 -0.525 0.222  0.917
O -0.794 -0.440 1.554  -0.506
F -1.524 -1.727 -0.210  -0.276
N -2.307 0.397 -0.057  0.815
O -3.073 0.051 -0.952  -0.560
O -2.475 1.319 0.682  -0.514
H -0.434 1.141 -1.042  0.326
H 0.771 0.256 -0.051  0.334
H 0.010 -0.571 -1.392  0.342
H -1.072 -1.320 1.962  0.353

E: -458.83499 hartree
charge: 0
LUMO: 0.3 eV
relative energy (zero: lowest compared OMol25 entry of this formula, charge and spin): 0.806 eV
SMILES string: C[C@](O)(F)[N+](=O)[O-]

# 16
Formula: C2H4FNOS
Source: the OMol25 dataset
Level of theory: wB97M-V/def2-TZVPD

Each line ends with the Mulliken charge.
Element x y z (Å)
C -0.330 -1.530 1.217  0.445
C 0.753 -0.099 -0.089  -0.437
N 0.008 1.078 -0.220  -0.354
O -0.014 -2.590 1.611  -0.416
F -1.565 -1.086 1.276  -0.201
S -0.987 1.262 -1.719  -0.121
H 0.802 -0.590 -1.038  0.328
H 1.658 0.165 0.391  0.303
H -0.429 1.443 0.612  0.274
H 0.104 1.947 -2.040  0.179

E: -706.54755 hartree
charge: 0
LUMO: 0.3 eV
relative energy (zero: lowest compared OMol25 entry of this formula, charge and spin): 2.499 eV

# 17
Formula: C2H4FO2S
Source: the OMol25 dataset
Level of theory: wB97M-V/def2-TZVPD

Each line ends with the Mulliken charge.
Element x y z (Å)
C 0.472 -0.933 1.305  -0.578
C -0.683 -1.502 1.171  -0.010
O 2.311 -0.050 -2.119  -0.561
O 0.340 1.226 -1.184  -0.531
F -1.325 -2.084 2.220  -0.287
S 1.642 1.313 -1.905  0.164
H 2.669 2.123 -0.593  -0.071
H 0.970 -1.007 2.226  0.240
H 0.903 -0.444 0.520  0.189
H -1.305 -1.585 0.412  0.445

E: -727.09144 hartree
charge: -1
LUMO: 3.9 eV
relative energy (zero: lowest compared OMol25 entry of this formula, charge and spin): 0.000 eV

# 18
Formula: C2H4FPS
Source: the OMol25 dataset
Level of theory: wB97M-V/def2-TZVPD

Each line ends with the Mulliken charge.
Element x y z (Å)
C 0.111 -1.367 -0.887  0.338
C 0.322 1.235 0.511  -0.876
F 1.059 -1.485 0.059  -0.189
P -0.761 0.238 -0.800  -0.003
S -0.101 -2.547 -1.979  -0.202
H 1.298 0.863 0.887  0.326
H -0.220 1.392 1.460  0.281
H 0.479 2.265 0.154  0.298
H -2.187 -0.593 0.594  0.026

E: -917.88215 hartree
charge: 0
LUMO: -1.5 eV
relative energy (zero: lowest compared OMol25 entry of this formula, charge and spin): 2.115 eV

# 19
Formula: C2H4FPS
Source: the OMol25 dataset
Level of theory: wB97M-V/def2-TZVPD

Each line ends with the Mulliken charge.
Element x y z (Å)
H 1.008 1.256 2.688  -0.031
P -0.161 1.799 2.284  -0.095
C -0.360 0.862 0.926  0.294
F -1.394 1.042 0.176  -0.191
S 0.891 -0.412 0.134  -0.061
C 0.090 -1.090 -1.348  -0.828
H -0.154 -0.264 -1.891  0.303
H -0.826 -1.633 -1.128  0.282
H 0.906 -1.560 -1.839  0.328

E: -917.93060 hartree
charge: 0
LUMO: 0.4 eV
relative energy (zero: lowest compared OMol25 entry of this formula, charge and spin): 0.796 eV
SMILES string: [H]/P=C(/F)SC

# 20
Formula: C2H4HgNaO2
Source: the OMol25 dataset
Level of theory: wB97M-V/def2-TZVPD

Each line ends with the Mulliken charge.
Element x y z (Å)
O 1.796 -0.753 -3.123  -0.887
Na 2.987 -0.552 -4.923  0.977
Hg 0.498 -0.791 -1.280  0.284
C -0.779 -0.753 1.754  -0.026
C -0.682 1.346 0.866  -0.434
O -0.640 0.045 0.726  -0.188
H -0.240 -1.692 1.663  0.249
H -1.545 -0.526 2.493  0.311
H -1.664 1.814 0.868  0.348
H 0.269 1.863 0.956  0.366

E: -544.26153 hartree
charge: +1
2S+1: 3
LUMO (alpha / beta): -5.9 / -7.1 eV
relative energy (zero: lowest compared OMol25 entry of this formula, charge and spin): 4.183 eV